(1)
{
  "formula": "C7H12N2",
  "method": "ωB97M-V/def2-TZVPD",
  "elements": ["C", "H", "H", "C", "H", "H", "N", "C", "H", "H", "H", "C", "C", "C", "H", "H", "C", "H", "N", "H", "H"],
  "positions_angstrom": [[0.08, 0.40, 0.45], [-1.78, -0.01, -2.59], [-1.15, -0.28, 2.04], [-1.97, 0.10, -0.47], [0.04, 1.48, 0.39], [-1.92, 1.63, -1.97], [-2.74, -0.36, 0.39], [3.20, -0.40, 1.00], [4.26, -0.23, 1.20], [1.55, -1.12, -1.98], [0.22, -1.33, 1.73], [2.45, 0.42, 0.28], [0.50, -0.24, -0.66], [-2.28, 0.61, -1.85], [-3.36, 0.60, -2.04], [0.49, 0.23, 2.53], [-0.09, -0.29, 1.78], [-3.74, -0.35, 0.13], [0.60, -0.91, -1.66], [2.79, -1.30, 1.46], [2.85, 1.34, -0.16]],
  "nbo_charge": [-0.213, 0.243, 0.271, 0.264, 0.263, 0.225, -0.706, -0.474, 0.186, 0.416, 0.223, -0.383, 0.553, -0.731, 0.206, 0.233, -0.640, 0.326, -0.611, 0.180, 0.169],
  "spin_multiplicity": 1,
  "orbital_gap_ev": [7.274, 7.286],
  "e_above_lowest_ev": 6.862,
  "total_charge": 0,
  "homo_energy_ha": [-0.2358, -0.2388],
  "mol_weight_g_mol": 124.19
}


(2)
{
  "formula": "C29H71NO13P3",
  "method": "ωB97M-V/def2-TZVPD",
  "elements": ["H", "H", "H", "C", "H", "C", "C", "H", "H", "H", "H", "O", "H", "H", "H", "H", "H", "H", "O", "H", "H", "H", "C", "H", "H", "P", "H", "O", "H", "P", "H", "H", "H", "H", "H", "H", "H", "H", "H", "N", "H", "C", "C", "H", "H", "C", "H", "H", "C", "H", "C", "H", "O", "H", "C", "C", "H", "H", "H", "C", "C", "H", "H", "H", "H", "C", "H", "O", "H", "C", "H", "H", "H", "C", "C", "H", "C", "H", "C", "C", "H", "C", "C", "O", "H", "O", "H", "O", "H", "C", "H", "H", "C", "H", "O", "P", "H", "H", "O", "H", "H", "H", "C", "H", "H", "C", "O", "O", "C", "H", "H", "H", "C", "H", "C", "H", "O"],
  "positions_angstrom": [[2.87, 2.81, -1.47], [-6.02, 3.12, -1.20], [9.08, 5.02, -1.80], [9.42, 4.04, -2.13], [-8.71, -0.10, -2.77], [1.33, 2.49, -2.95], [-7.54, -1.82, -2.10], [7.47, -2.01, -1.09], [-7.07, 2.38, 1.18], [-3.90, 1.18, -0.11], [11.27, -5.11, -0.07], [-12.54, 0.02, 2.89], [1.21, 0.68, -1.10], [6.52, -3.45, -0.78], [11.17, 1.92, 1.47], [6.21, -2.44, -2.22], [-13.26, -2.87, 2.32], [-14.38, 0.90, 2.94], [11.20, -3.58, 4.20], [-3.94, 3.21, -2.21], [-5.25, -0.79, -4.00], [-1.97, 1.25, -1.24], [-8.83, -1.01, -2.18], [-7.02, -0.76, -4.22], [2.40, -0.14, -2.07], [10.42, -3.56, 2.97], [8.60, 3.52, -2.62], [10.46, 1.30, -2.18], [-3.73, 1.61, -2.93], [9.57, 1.74, -0.90], [-7.55, -2.62, -2.86], [-13.32, 1.39, 4.27], [4.73, 1.83, -0.74], [3.33, 1.84, -2.85], [8.88, -0.84, 1.37], [-9.57, -1.61, -2.73], [5.01, 0.89, 0.72], [9.69, -4.43, 0.33], [-11.52, -2.80, 1.97], [-2.20, 2.18, -1.60], [11.09, -3.35, 0.09], [-5.59, 2.55, -0.38], [-6.66, 1.76, 0.39], [9.14, -2.47, 0.71], [-1.65, 3.40, -3.21], [5.48, -1.56, -0.37], [9.84, 1.80, 2.63], [2.71, 1.18, 0.65], [10.15, 2.22, 1.68], [-12.02, -1.69, 6.45], [-3.64, 2.19, -2.02], [12.26, 1.00, -3.10], [9.83, -2.13, 2.67], [12.34, 2.11, -1.72], [11.90, 1.19, -2.10], [8.97, -5.57, 3.79], [8.02, -5.63, 4.31], [12.18, 0.35, -1.46], [9.05, -6.41, 3.09], [-8.63, 0.22, 0.12], [-6.20, -0.49, -3.55], [-5.11, 3.26, 0.30], [0.15, 4.00, -1.92], [-7.46, -2.30, -1.13], [1.61, 3.36, -3.55], [-1.22, 2.56, -2.67], [-8.00, -0.38, 0.78], [-10.88, -0.55, 5.13], [9.78, -5.63, 4.52], [3.10, 0.52, -0.12], [7.88, -2.19, 1.94], [-5.05, 0.73, -1.36], [4.98, -0.35, -2.09], [0.14, 2.92, -2.06], [6.46, -2.42, -1.16], [5.90, -1.43, 0.63], [4.58, 0.84, -0.29], [10.09, 3.31, 1.72], [10.76, -4.32, 0.47], [-4.53, 1.58, -0.91], [-6.18, 0.88, 0.82], [2.26, 0.70, -1.39], [2.53, 2.02, -2.13], [8.23, 1.34, -1.40], [-7.33, 0.99, -1.47], [11.11, -4.46, 1.86], [-6.21, 0.61, -3.47], [-6.34, -1.07, -2.27], [-10.46, -0.26, -0.99], [-13.64, 0.55, 3.65], [-14.08, -0.23, 4.28], [-9.61, -1.61, -0.30], [-11.82, -0.64, 6.22], [6.39, 0.17, -1.18], [9.84, 3.33, -0.96], [-11.33, -0.72, 3.63], [4.52, -2.08, -0.29], [-12.16, -4.03, 3.09], [9.22, 1.73, 0.68], [-12.76, -0.13, 6.00], [0.99, 1.70, -3.61], [-9.34, 0.70, 0.78], [-12.26, -3.00, 2.74], [-8.41, 2.20, -0.76], [2.98, -0.50, 0.25], [-7.80, 1.32, -0.54], [-12.08, -2.14, 3.86], [9.00, -4.33, 3.08], [-9.46, -0.67, -0.82], [0.20, 2.43, -1.08], [-2.09, 2.85, -0.83], [10.25, 4.16, -2.83], [8.88, -1.90, 1.61], [-1.14, 1.73, -3.37], [5.37, -0.21, -1.07], [-11.36, -0.16, 7.08], [-10.18, -0.81, 2.73]],
  "lowdin_charge": [0.118, 0.116, 0.090, -0.088, 0.105, -0.192, -0.199, 0.060, 0.118, 0.123, 0.093, -0.205, 0.086, 0.069, 0.086, 0.074, 0.087, 0.092, -0.218, 0.133, 0.087, 0.181, -0.186, 0.093, 0.115, 0.365, 0.084, -0.218, 0.128, 0.477, 0.120, 0.091, 0.100, 0.119, 0.079, 0.113, 0.114, 0.084, 0.076, 0.036, 0.088, -0.204, -0.197, 0.051, 0.137, -0.258, 0.090, 0.109, -0.078, 0.094, -0.117, 0.090, -0.188, 0.088, -0.087, -0.095, 0.086, 0.084, 0.086, -0.200, -0.126, 0.112, 0.121, 0.127, 0.117, -0.125, 0.108, -0.191, 0.083, -0.204, 0.090, 0.091, 0.114, -0.174, -0.114, 0.099, -0.206, 0.087, -0.095, -0.173, 0.114, -0.212, -0.211, -0.263, 0.075, -0.197, 0.076, -0.222, 0.111, -0.092, 0.086, 0.106, -0.071, 0.075, -0.248, 0.389, 0.100, 0.088, -0.226, 0.065, 0.111, 0.099, -0.095, 0.123, 0.102, -0.198, -0.249, -0.245, -0.194, 0.103, 0.183, 0.087, -0.079, 0.132, -0.224, 0.094, -0.219],
  "spin_multiplicity": 1,
  "orbital_gap_ev": 8.949,
  "total_charge": 1,
  "homo_energy_ha": -0.4214,
  "mol_weight_g_mol": 734.80
}


(3)
{
  "formula": "C41H45N3O8W",
  "method": "ωB97M-V/def2-TZVPD",
  "elements": ["H", "C", "C", "C", "C", "H", "C", "C", "H", "H", "C", "H", "H", "H", "C", "C", "H", "H", "C", "C", "C", "H", "C", "C", "H", "H", "H", "C", "C", "C", "H", "C", "H", "C", "O", "H", "H", "H", "C", "H", "H", "C", "H", "N", "H", "H", "N", "O", "H", "O", "H", "H", "C", "H", "H", "H", "C", "O", "H", "H", "C", "C", "W", "C", "C", "C", "H", "H", "H", "C", "H", "C", "C", "H", "H", "H", "C", "H", "N", "C", "C", "H", "H", "C", "C", "O", "C", "H", "O", "H", "O", "C", "C", "O", "H", "C", "H", "C"],
  "positions_angstrom": [[3.38, -2.98, -1.44], [2.30, -2.95, 0.39], [5.18, 0.47, -2.05], [-3.25, -4.18, -2.35], [-1.30, -4.20, 0.89], [5.13, -1.64, -2.24], [-3.95, 0.12, -2.14], [4.16, 3.19, 1.23], [1.98, 3.41, -1.47], [2.30, -4.04, 0.40], [-1.22, 2.18, 0.74], [1.34, -2.63, -0.01], [-0.64, -0.40, 5.75], [-1.82, -4.97, 2.85], [1.01, 0.34, -2.26], [3.11, 2.68, 0.23], [5.05, 2.56, -1.60], [3.78, 4.07, 1.76], [-1.49, -0.70, 3.80], [-1.97, -3.68, -0.37], [-1.23, -0.71, 2.45], [-3.97, 1.19, -2.37], [-1.65, 4.61, 1.19], [-4.43, 4.01, 1.19], [-3.80, 1.98, 0.92], [0.30, -5.14, -0.26], [-2.82, -0.88, -4.54], [-3.96, 5.30, 1.31], [-2.63, -4.58, -1.19], [3.72, -1.00, -0.77], [-3.69, -2.54, -3.63], [1.03, -0.16, 2.84], [-3.79, -4.89, -2.97], [3.64, 1.43, -0.46], [-0.01, 2.08, 1.10], [-5.49, 3.80, 1.22], [5.96, 0.60, -2.78], [-1.14, -0.67, -4.04], [-2.16, -0.31, -3.88], [5.08, 3.46, 0.72], [3.59, 4.14, -1.31], [-0.46, -0.41, 4.68], [-4.70, -0.38, -2.75], [-1.33, -1.40, 0.19], [-2.49, -0.93, 4.14], [-2.99, -3.81, 2.21], [0.01, -0.43, 1.99], [-3.28, -1.43, 1.45], [-2.68, -5.63, -0.90], [0.65, 1.32, -1.53], [0.24, -5.61, 1.45], [4.69, -4.09, 0.38], [0.83, -0.16, 4.20], [1.66, 0.02, 4.87], [4.90, -2.52, 1.18], [5.64, -2.82, -0.39], [4.76, -3.01, 0.21], [-2.42, 6.93, 1.44], [2.59, 1.07, -3.43], [-3.84, 8.13, 0.54], [4.66, 1.57, -1.39], [-3.18, -2.85, -2.73], [0.11, 0.09, 0.10], [-2.33, -4.63, 1.94], [-1.93, -2.32, -0.74], [2.30, 0.07, 2.08], [1.01, 1.14, -4.21], [-0.94, -6.27, 0.32], [-4.21, -0.02, -1.09], [-3.49, 3.01, 1.03], [-0.68, -3.39, 1.30], [3.48, -2.49, -0.47], [-2.12, 3.29, 1.01], [2.22, 2.42, 0.79], [-0.59, 4.82, 1.19], [2.40, -2.62, 1.42], [-2.09, -1.20, 1.33], [2.29, 4.62, -0.21], [2.04, 0.01, 0.74], [-2.52, -1.91, -1.95], [1.66, 0.54, -3.58], [-2.22, 0.74, -4.18], [-1.85, 0.10, -1.83], [2.73, 3.78, -0.76], [4.71, -0.79, -1.74], [3.39, 0.22, 2.60], [-0.37, -5.37, 0.58], [-3.85, 8.12, 2.33], [-4.67, 6.45, 1.43], [1.86, -0.42, -4.05], [0.76, -0.81, -1.77], [3.15, 0.14, -0.17], [-3.71, 7.51, 1.43], [-1.66, 1.16, 0.10], [-2.94, -5.44, 1.56], [-2.56, -0.47, -2.42], [4.39, 2.41, 1.96], [-2.60, 5.58, 1.31]],
  "lowdin_spin": [0.000, 0.004, 0.001, 0.000, 0.001, 0.000, 0.001, 0.000, 0.000, 0.000, 0.019, 0.003, 0.004, 0.000, 0.040, 0.000, 0.000, 0.000, -0.008, 0.000, 0.066, 0.000, 0.002, 0.000, 0.000, 0.000, 0.000, 0.004, 0.000, 0.001, 0.000, 0.059, 0.000, 0.001, 0.001, 0.000, 0.000, 0.000, 0.001, 0.000, 0.000, 0.064, 0.000, 0.009, -0.001, 0.000, 0.031, 0.069, 0.000, 0.013, 0.000, 0.000, -0.009, -0.002, 0.000, 0.000, 0.000, 0.000, 0.002, 0.000, 0.000, 0.000, 1.401, 0.000, 0.005, 0.023, 0.002, 0.000, 0.000, 0.005, 0.000, 0.000, 0.000, 0.000, 0.000, 0.000, 0.027, 0.000, 0.008, 0.000, 0.005, 0.000, 0.004, 0.000, 0.000, 0.062, 0.000, 0.000, 0.002, 0.000, 0.026, 0.008, 0.000, 0.037, 0.000, 0.005, 0.000, 0.000],
  "spin_multiplicity": 3,
  "orbital_gap_ev": [6.733, 7.396],
  "e_above_lowest_ev": 1.052,
  "total_charge": 0,
  "homo_energy_ha": [-0.2587, -0.3098],
  "mol_weight_g_mol": 891.66,
  "s2": 2.026
}